(1)
The following is a DFT calculation (the ωB97M-V functional and the def2-TZVPD basis) of a molecular structure, C49H48BrMnN5O3P.

LUMO (alpha / beta) = -3.117 / -3.129 eV
Spin multiplicity = 2
⟨S²⟩ = 0.796
Total charge = +1
Kohn-Sham gap (alpha / beta) = 6.3 / 6.0 eV
Highest occupied orbital energy (alpha / beta) = -9.45 / -9.09 eV

Structure (XYZ):
```
108
Properties=species:S:1:pos:R:3:lowdin_spin:R:1
Mn 0.1449 0.2988 0.1108 1.05
C 5.5600 -2.7827 -0.5220 0.00
C 4.7040 -1.6186 -0.1369 0.00
C 5.1646 -0.6304 0.6516 0.00
C 4.4834 0.5145 1.2545 0.00
C 5.3263 1.2584 2.0882 0.00
N 5.0336 1.9817 3.1699 0.00
C 3.9097 1.7327 4.0435 0.00
C 3.8810 0.2534 4.4606 0.00
C 2.5755 -0.1301 5.1585 0.00
N 1.4344 0.2381 4.3732 0.00
C 0.5092 1.0986 4.8000 0.00
C -0.6690 1.4310 4.1342 0.00
C -1.6289 2.2394 4.7853 0.00
C -2.9031 2.4311 4.2839 0.00
C -3.8636 3.3671 4.9514 0.00
C -3.2748 1.7304 3.1417 0.00
C -2.3472 0.9636 2.4157 0.00
C -2.7450 0.1329 1.3300 0.01
N -1.9294 -0.4674 0.5153 0.00
C -2.4792 -1.5700 -0.2386 0.00
C -2.0863 -2.9038 0.4230 0.00
C -0.7593 -3.5431 -0.0169 0.00
N 0.4723 -2.9358 0.4134 -0.01
C 0.8578 -1.7956 0.0461 0.01
C 2.2308 -1.2797 0.3718 0.00
C 3.3316 -1.5354 -0.7214 0.00
C 3.1056 0.8961 1.0721 0.00
O 2.5350 1.8183 1.6299 0.00
C -0.9764 0.9090 2.8220 0.00
O -0.0834 0.3736 2.0775 0.00
H 6.5253 -2.7296 -0.0259 0.00
H 5.7265 -2.7993 -1.5997 0.00
H 5.0786 -3.7213 -0.2464 0.00
H 6.1947 -0.7240 0.9734 0.00
H 6.3873 1.2063 1.8645 0.00
H 5.7801 2.5427 3.5524 0.00
H 2.9809 1.9764 3.5137 0.00
H 4.0044 2.3864 4.9118 0.00
H 4.7198 0.0343 5.1219 0.00
H 3.9882 -0.3579 3.5645 0.00
H 2.5060 0.3759 6.1244 0.00
H 2.5754 -1.2126 5.3383 0.00
H 1.3386 -0.1352 3.4318 0.00
H 0.6663 1.5037 5.7917 0.00
H -1.3505 2.6961 5.7238 0.00
H -3.5808 3.5721 5.9809 0.00
H -4.8755 2.9703 4.9386 0.00
H -3.8718 4.3133 4.4097 0.00
H -4.2970 1.7941 2.7991 0.00
H -3.8219 -0.0467 1.2311 0.00
H -2.1313 -1.5438 -1.2757 0.00
H -3.5774 -1.5015 -0.2514 0.00
H -2.8606 -3.6348 0.1878 0.00
H -2.0795 -2.7607 1.5053 0.00
H -0.7501 -3.6235 -1.1146 0.00
H -0.7329 -4.5540 0.4011 0.00
H 0.2892 -1.1480 -0.6832 0.00
H 3.1279 -2.3305 -1.4398 0.00
O 2.5427 -1.6142 1.6788 0.00
N 2.3075 0.1877 0.0543 -0.01
C 3.1000 -0.0656 -1.1692 0.00
C 2.6381 0.1562 -2.5891 0.00
C 3.7192 0.0198 -3.4723 0.00
C 3.5950 0.1857 -4.8322 0.00
C 2.3523 0.4964 -5.3656 0.00
C 1.2748 0.6170 -4.5199 0.00
C 1.3929 0.4728 -3.1291 0.00
P -0.2232 0.5454 -2.2623 -0.01
C -1.0472 2.0088 -2.9669 0.00
C -2.4252 2.1262 -2.7749 0.00
C -3.1229 3.1689 -3.3581 0.00
C -2.4466 4.1286 -4.0963 0.00
C -1.0682 4.0633 -4.2144 0.00
C -0.3668 3.0137 -3.6491 0.00
C -0.9347 -0.8451 -3.2364 0.00
C -0.2022 -2.0361 -3.2543 0.00
C -0.6541 -3.1334 -3.9595 0.00
C -1.8497 -3.0685 -4.6574 0.00
C -2.5801 -1.8926 -4.6480 0.00
C -2.1271 -0.7863 -3.9505 0.00
H 3.4875 -1.8313 1.7425 0.00
H 4.0323 0.5094 -1.1052 0.00
H 4.6875 -0.2232 -3.0574 0.00
H 4.4590 0.0818 -5.4692 0.00
H 2.2241 0.6359 -6.4277 0.00
H 0.2988 0.8276 -4.9336 0.00
H -2.9432 1.4010 -2.1576 0.00
H -4.1947 3.2335 -3.2375 0.00
H -2.9906 4.9315 -4.5689 0.00
H -0.5355 4.8304 -4.7556 0.00
H 0.7083 2.9745 -3.7445 0.00
H 0.7402 -2.0998 -2.7208 0.00
H -0.0685 -4.0404 -3.9713 0.00
H -2.2055 -3.9309 -5.1999 0.00
H -3.5141 -1.8382 -5.1845 0.00
H -2.7043 0.1238 -3.9740 0.00
Br -0.6849 6.8786 -0.9544 0.00
C -0.4389 5.0334 -0.5763 0.00
C -1.5111 4.2776 -0.1426 0.00
C -1.3324 2.9270 0.0986 0.00
C -0.1010 2.2971 -0.0873 -0.02
C 0.9565 3.0948 -0.5376 0.00
C 0.8010 4.4522 -0.7634 0.00
H -2.4791 4.7325 -0.0052 0.00
H -2.1893 2.3558 0.4295 0.00
H 1.9383 2.6764 -0.7174 0.00
H 1.6354 5.0518 -1.0942 0.00
```

(2)
The following is a DFT calculation (the ωB97M-V functional and the def2-TZVPD basis) of a molecular structure, C49H48F3N9O2S5Sc.

LUMO = -2.342 eV
Spin multiplicity = 1
Energy relative to the best compared isomer or geometry (same formula, charge and spin) = 83.6 kJ/mol
Total charge = +1
Kohn-Sham gap = 7.1 eV
Highest occupied orbital energy = -9.46 eV

Structure (XYZ):
```
117
Properties=species:S:1:pos:R:3:mulliken_charge:R:1
Sc -1.2267 -0.2921 1.7003 -1.20
F -3.9907 3.4725 4.6014 -0.18
C -3.2679 2.7413 5.4673 0.41
F -3.1126 3.4944 6.5712 -0.32
F -4.0081 1.6845 5.8180 -0.23
C -1.9345 2.3397 4.8907 -0.28
C -0.7696 2.6957 5.5349 -0.24
C 0.4639 2.2938 5.0270 -1.35
C 0.4656 1.5490 3.8750 -0.19
N -0.6568 1.2243 3.2284 0.77
C -1.8646 1.5757 3.7117 1.03
S -3.2260 0.9890 2.7985 -0.72
H -0.8202 3.2813 6.4422 0.53
H 1.3891 2.5517 5.5209 0.47
H 1.3859 1.1802 3.4350 0.54
N 0.7591 -0.8451 1.3510 0.59
S 1.6848 -1.8114 0.7959 1.01
N 2.7309 -1.2134 -0.3352 -0.27
S 2.1612 -0.8390 -1.7267 1.21
N 0.6958 -0.4349 -1.9549 0.25
S -0.2456 0.7754 -1.3103 0.67
N -1.2119 0.3771 -0.2958 0.77
C 0.9202 2.0675 -0.9415 0.80
C 1.3939 2.9013 -1.9490 -0.38
C 2.2887 3.9044 -1.6160 -1.06
C 2.6902 4.0705 -0.2960 -1.02
C 2.2033 3.2336 0.6975 -0.64
C 1.3092 2.2231 0.3792 1.00
C -1.0566 1.3322 -2.7824 -0.12
C -0.6792 0.9642 -4.0665 0.14
C -1.4149 1.4433 -5.1409 -1.06
C -2.5023 2.2797 -4.9220 -0.73
C -2.8671 2.6361 -3.6300 -0.75
C -2.1486 2.1594 -2.5448 -0.26
C 3.3509 0.3169 -2.3316 0.83
C 4.2802 0.8860 -1.4764 -0.36
C 5.1767 1.8063 -2.0032 -0.81
C 5.1325 2.1338 -3.3498 -0.65
C 4.1889 1.5523 -4.1904 -0.74
C 3.2869 0.6354 -3.6836 -0.65
C 2.3383 -2.2156 -2.8273 0.45
C 1.2746 -2.6682 -3.5900 0.05
C 1.4686 -3.7867 -4.3913 -0.94
C 2.6999 -4.4231 -4.4150 -0.60
C 3.7544 -3.9554 -3.6365 -0.74
C 3.5785 -2.8455 -2.8313 -1.13
C 2.8370 -2.4874 1.9418 0.47
C 4.1574 -2.7943 1.6294 -0.27
C 4.9696 -3.2954 2.6339 -0.85
C 4.4594 -3.4796 3.9149 -0.61
C 3.1394 -3.1636 4.2045 -0.79
C 2.3086 -2.6551 3.2158 -0.78
C 0.9705 -3.2259 -0.0256 0.74
C -0.3376 -3.1009 -0.4615 0.62
C -0.9273 -4.1599 -1.1366 -0.90
C -0.2081 -5.3245 -1.3622 -1.05
C 1.1074 -5.4359 -0.9232 -0.84
C 1.7070 -4.3852 -0.2480 -0.65
H 1.0539 2.7908 -2.9700 0.57
H 2.6603 4.5674 -2.3864 0.47
H 3.3736 4.8700 -0.0392 0.47
H 2.4949 3.3845 1.7290 0.58
H 0.9057 1.5759 1.1409 -0.71
H 0.1647 0.3068 -4.2195 0.27
H -1.1432 1.1577 -6.1487 0.49
H -3.0712 2.6519 -5.7643 0.41
H -3.7175 3.2848 -3.4653 0.49
H -2.4040 2.4287 -1.5251 0.35
H 4.2895 0.6152 -0.4305 0.49
H 5.9095 2.2679 -1.3549 0.49
H 5.8413 2.8455 -3.7527 0.44
H 4.1590 1.8126 -5.2399 0.47
H 2.5535 0.1663 -4.3287 0.25
H 0.3177 -2.1685 -3.5354 0.48
H 0.6508 -4.1610 -4.9926 0.49
H 2.8430 -5.2923 -5.0437 0.44
H 4.7106 -4.4609 -3.6540 0.47
H 4.3874 -2.4679 -2.2174 0.28
H 4.5385 -2.6246 0.6317 0.36
H 6.0023 -3.5371 2.4202 0.46
H 5.1020 -3.8663 4.6955 0.41
H 2.7519 -3.3066 5.2044 0.49
H 1.2728 -2.3865 3.4167 0.48
H -0.8861 -2.1845 -0.3001 0.04
H -1.9495 -4.0658 -1.4835 0.64
H -0.6736 -6.1550 -1.8777 0.45
H 1.6634 -6.3479 -1.0968 0.49
H 2.7265 -4.4723 0.1042 0.51
C -4.3064 -3.7667 0.7159 -1.86
C -3.3006 -2.7712 1.1913 0.62
N -3.0589 -1.6472 0.6312 0.66
O -3.7762 -1.3784 -0.5253 -0.65
C -2.4810 -3.0438 2.3991 0.38
C -2.5821 -4.2779 3.2254 -1.87
N -1.6733 -2.0749 2.6470 0.97
O -0.8232 -1.9854 3.6152 -0.89
H -4.6575 -3.5270 -0.2826 0.47
H -5.1646 -3.7704 1.3916 0.39
H -3.8778 -4.7694 0.7281 0.38
H -3.4133 -0.5157 -0.7829 0.29
H -3.5929 -4.4202 3.6134 0.38
H -1.8953 -4.1870 4.0640 0.38
H -2.3172 -5.1678 2.6485 0.34
C -4.4843 6.5587 -0.0456 -0.97
N -3.2746 5.7538 0.0603 -0.17
C -3.0617 4.5277 0.5773 0.57
S -1.4647 3.9363 0.6587 -0.39
N -4.0553 3.7483 1.0242 0.23
C -5.4803 4.0029 1.1806 -1.11
H -4.2335 7.4370 -0.6348 0.35
H -4.8460 6.8977 0.9244 0.30
H -5.2826 6.0339 -0.5620 0.29
H -2.4065 6.2029 -0.1795 0.24
H -3.6988 2.9219 1.4983 -0.39
H -5.6861 4.9042 1.7534 0.37
H -5.8888 3.1604 1.7342 0.30
H -5.9960 4.0556 0.2232 0.36
```

(3)
The following is a DFT calculation (the ωB97M-V functional and the def2-TZVPD basis) of a molecular structure, C49H48N2O6P2PbS2.

LUMO = -4.964 eV
Spin multiplicity = 1
Energy relative to the best compared isomer or geometry (same formula, charge and spin) = 51.1 kJ/mol
Total charge = +2
Kohn-Sham gap = 8.2 eV
Highest occupied orbital energy = -13.14 eV

Structure (XYZ):
```
110
Properties=species:S:1:pos:R:3:mulliken_charge:R:1
Pb 0.1584 -0.1240 -0.0141 1.06
O 0.7621 1.5053 -3.8457 -0.74
S 0.2040 1.7983 -2.5159 1.43
C -1.4745 2.4346 -2.8384 0.05
C -1.7010 3.4192 -3.7872 -0.52
C -2.9947 3.8078 -4.0892 -0.96
C -4.0730 3.1975 -3.4614 -0.83
C -3.8562 2.1919 -2.5368 -0.39
C -2.5539 1.8005 -2.2181 -0.13
P -2.3116 0.4638 -1.0071 1.41
C -2.7244 -1.0852 -1.8574 0.85
C -2.5822 -2.2649 -1.1204 -0.36
C -2.8181 -3.4906 -1.7167 -1.00
C -3.1657 -3.5499 -3.0601 -0.77
C -3.2791 -2.3834 -3.8010 -0.81
C -3.0607 -1.1494 -3.2050 -0.76
C -3.6076 0.7821 0.2297 0.46
C -4.4452 -0.2093 0.7268 -0.74
C -5.3187 0.0892 1.7644 -0.71
C -5.3562 1.3645 2.3051 -0.71
C -4.5289 2.3587 1.7989 -0.84
C -3.6511 2.0679 0.7701 -0.56
C 0.9669 3.3573 -1.9700 0.60
C 1.2938 4.2948 -2.9361 -0.65
C 1.7453 5.5503 -2.5619 -1.05
C 1.8698 5.8652 -1.2156 -0.87
C 1.6442 4.8977 -0.2501 -0.83
C 1.2220 3.6197 -0.6202 -0.20
P 1.1638 2.3235 0.6615 2.32
C 2.8897 1.7364 0.8795 0.75
C 3.8244 1.8289 -0.0784 -0.98
C 5.0072 0.8824 -0.2060 -0.37
C 5.1000 -0.2202 0.9325 -0.07
C 4.1034 -0.0507 2.0431 -1.32
C 3.0888 0.8075 2.0038 -0.74
C 0.7849 3.1699 2.2158 0.04
C 1.7663 3.4554 3.1622 -0.13
C 1.4186 4.1254 4.3255 -0.90
C 0.1084 4.5327 4.5305 -0.67
C -0.8673 4.2541 3.5837 -0.61
C -0.5355 3.5596 2.4335 -0.15
H -0.8715 3.8750 -4.3068 0.41
H -3.1633 4.5826 -4.8241 0.45
H -5.0838 3.4954 -3.7043 0.46
H -4.6912 1.6922 -2.0623 0.60
H -2.2905 -2.2133 -0.0743 0.42
H -2.7318 -4.4018 -1.1390 0.50
H -3.3375 -4.5084 -3.5308 0.44
H -3.5369 -2.4346 -4.8501 0.47
H -3.1533 -0.2434 -3.7898 0.40
H -4.4340 -1.2003 0.2940 0.53
H -5.9767 -0.6806 2.1457 0.53
H -6.0345 1.5891 3.1171 0.43
H -4.5729 3.3588 2.2092 0.49
H -3.0082 2.8396 0.3606 0.68
H 1.2173 4.0197 -3.9803 0.71
H 1.9850 6.2844 -3.3188 0.46
H 2.1747 6.8588 -0.9174 0.46
H 1.7980 5.1235 0.7971 0.57
H 3.7133 2.5315 -0.8953 0.54
H 5.9440 1.4332 -0.2694 0.34
H 6.1063 -0.2270 1.3470 0.41
H 4.2550 -0.7049 2.8915 0.44
H 2.3933 0.8636 2.8326 0.62
H 2.7947 3.1664 2.9912 0.42
H 2.1778 4.3323 5.0672 0.47
H -0.1499 5.0783 5.4278 0.42
H -1.8875 4.5752 3.7451 0.49
H -1.2909 3.3152 1.6963 0.15
O 5.0497 -1.5285 0.2688 -0.33
C 3.9464 -2.1719 -0.1180 0.06
O 2.8942 -2.1985 0.4773 -0.51
C 4.1936 -2.8520 -1.4572 -0.08
C 2.9993 -3.7240 -1.8822 -0.06
C 3.4034 -4.5693 -3.0971 -0.98
C 3.3615 -3.5081 -4.2245 -0.98
C 2.9712 -2.2494 -3.4420 -0.31
O 2.0921 -2.7664 -2.4343 -0.48
C 4.1834 -1.7671 -2.6179 0.04
C 3.9113 -0.4228 -1.9832 -0.37
O 5.0026 0.1416 -1.4758 -0.35
O 2.7998 0.0291 -1.8805 -0.13
H 5.1447 -3.3796 -1.4174 0.66
H 2.5303 -4.2612 -1.0613 0.64
H 2.6722 -5.3570 -3.2675 0.34
H 4.3834 -5.0266 -2.9728 0.35
H 2.5849 -3.7412 -4.9499 0.35
H 4.3080 -3.3930 -4.7490 0.37
H 2.4931 -1.4556 -4.0104 0.77
H 5.1245 -1.7422 -3.1622 0.66
C 0.6100 -4.6945 3.2517 -1.19
C -0.5132 -4.1454 2.3795 -0.61
N -0.4634 -2.6845 2.2974 0.84
C -1.1667 -1.7413 2.9216 0.75
S -0.9182 -0.0832 2.4823 -0.65
N -2.0796 -1.9433 3.8594 -0.03
C -2.4488 -3.1303 4.6311 -0.39
C -3.7557 -3.7490 4.1456 -1.00
H 0.6536 -5.7791 3.1665 0.45
H 0.4663 -4.4339 4.3003 0.27
H 1.5666 -4.2822 2.9287 0.25
H -1.4907 -4.4625 2.7336 0.41
H -0.3968 -4.5168 1.3592 0.29
H 0.3400 -2.3450 1.7858 -0.66
H -2.5513 -1.0952 4.1378 0.29
H -2.5653 -2.8089 5.6660 0.45
H -1.6383 -3.8536 4.6052 -0.03
H -4.6006 -3.1019 4.3780 0.37
H -3.9169 -4.7030 4.6454 0.37
H -3.7422 -3.9172 3.0684 0.21
```

(4)
The following is a DFT calculation (the ωB97M-V functional and the def2-TZVPD basis) of a molecular structure, C49H49Br2Cl2Ge2N3OPRe.

LUMO (alpha / beta) = -3.078 / -3.963 eV
Spin multiplicity = 4
⟨S²⟩ = 3.787
Total charge = +1
Kohn-Sham gap (alpha / beta) = 7.2 / 6.3 eV
Highest occupied orbital energy (alpha / beta) = -10.26 / -10.31 eV

Structure (XYZ):
```
110
Properties=species:S:1:pos:R:3:lowdin_spin:R:1
Re -0.0871 0.5443 0.6339 2.62
Br -1.5323 -0.0439 5.6477 0.00
C -0.4873 1.3468 4.8919 0.02
C -0.0588 2.4182 5.6617 -0.01
C 0.7420 3.3941 5.1136 0.02
Br 1.2900 4.8334 6.2295 0.00
C 1.1628 3.3329 3.7659 0.00
C 2.0528 4.2336 3.1507 0.02
C 2.3911 4.0359 1.8348 0.00
C 1.8330 2.9744 1.1244 0.02
N 0.9746 2.1192 1.6567 -0.01
C 0.6643 2.2663 2.9722 0.00
C -0.1598 1.2401 3.5348 0.00
O -0.5513 0.2754 2.7924 0.07
H -0.3438 2.4751 6.7006 0.00
H 2.4766 5.0483 3.7172 0.00
H 3.0759 4.6935 1.3236 0.00
H 2.1144 2.8185 0.0926 0.00
C 4.9104 0.0984 1.7773 0.00
C 3.4123 0.0702 2.0529 0.00
Ge 2.2902 -0.3472 0.4152 0.03
C 2.5199 -2.3016 -0.0088 0.02
C 3.8465 -2.6475 -0.6702 0.00
C 3.1044 0.6044 -1.0918 0.00
C 2.4478 1.3581 -1.9811 0.00
Ge 0.4664 1.6482 -1.6325 0.02
C -0.5945 0.6373 -3.0125 0.02
C -0.6369 1.0789 -4.4648 0.00
C -0.2856 3.5478 -1.4311 0.00
C 0.1040 4.6474 -2.4068 0.00
C 3.0452 1.8173 -3.2327 0.00
C 4.3391 1.4519 -3.6155 0.00
C 4.8372 1.8051 -4.8520 0.00
C 4.0611 2.5316 -5.7403 0.00
C 2.7843 2.9209 -5.3694 0.00
C 2.2898 2.5700 -4.1279 0.00
H 5.4309 0.5371 2.6266 0.00
H 5.1300 0.6958 0.8958 0.00
H 5.2989 -0.9034 1.6238 0.00
H 3.1223 1.0397 2.4586 0.00
H 3.1862 -0.6726 2.8196 0.00
H 1.6998 -2.6133 -0.6512 0.00
H 2.4327 -2.8472 0.9303 0.00
H 3.9709 -2.1249 -1.6151 0.00
H 3.8752 -3.7187 -0.8671 0.00
H 4.6824 -2.3926 -0.0213 0.00
H 4.1537 0.3803 -1.2464 0.00
H -1.6115 0.6341 -2.6088 0.00
H -0.1959 -0.3778 -2.9496 0.00
H -0.9915 2.1028 -4.5450 0.00
H -1.3157 0.4386 -5.0264 0.00
H 0.3444 1.0084 -4.9242 0.00
H -0.0604 3.8915 -0.4201 0.00
H -1.3627 3.3828 -1.4953 0.00
H 1.1797 4.8134 -2.4115 0.00
H -0.3842 5.5787 -2.1148 0.00
H -0.2115 4.4046 -3.4193 0.00
H 4.9629 0.8776 -2.9506 0.00
H 5.8333 1.4974 -5.1325 0.00
H 4.4505 2.7880 -6.7135 0.00
H 2.1724 3.4873 -6.0555 0.00
H 1.2932 2.8633 -3.8331 0.00
N -2.1510 1.8983 1.0111 0.01
C -3.1625 1.7033 0.0274 0.00
C -4.0191 2.7301 -0.3371 0.00
C -4.9995 2.5163 -1.2879 0.00
C -5.1477 1.2639 -1.8527 0.00
C -4.2975 0.2343 -1.4893 0.00
C -3.2765 0.4411 -0.5654 0.00
P -2.0196 -0.8285 -0.1023 0.05
C -2.6558 -1.4158 1.4993 0.01
C -1.8308 -2.2597 2.2422 0.00
C -2.3756 -2.9686 3.3053 0.00
C -3.7016 -2.7944 3.6585 0.00
C -4.4970 -1.8923 2.9695 0.00
C -3.9794 -1.2174 1.8801 0.00
C -2.6595 -2.1883 -1.1716 0.01
C -2.4935 -2.1549 -2.5538 0.00
C -3.1628 -3.0511 -3.3694 0.00
C -3.9923 -4.0140 -2.8215 0.00
C -4.1100 -4.0970 -1.4454 0.00
C -3.4562 -3.1955 -0.6272 0.00
H -2.0396 2.8893 1.2246 0.00
H -2.4046 1.4080 1.8742 0.00
H -3.9244 3.6972 0.1339 0.00
H -5.6550 3.3224 -1.5714 0.00
H -5.9200 1.0849 -2.5820 0.00
H -4.4312 -0.7340 -1.9432 0.00
H 0.0095 -1.6284 2.5631 0.00
H -1.7446 -3.6453 3.8585 0.00
H -4.1080 -3.3658 4.4787 0.00
H -5.5249 -1.7398 3.2642 0.00
H -4.6032 -0.5457 1.3047 0.00
H -1.8524 -1.4270 -3.0141 0.00
H -3.0437 -2.9841 -4.4406 0.00
H -4.5280 -4.7025 -3.4557 0.00
H -4.7169 -4.8695 -0.9998 0.00
H -3.5651 -3.3057 0.4387 0.00
Cl 1.0877 -2.7021 4.4973 0.00
C 0.9634 -3.8693 3.2188 0.00
C 1.6002 -5.0929 3.3448 0.00
C 1.5313 -6.0114 2.3113 0.00
C 0.8514 -5.7002 1.1465 0.00
C 0.2127 -4.4770 1.0385 0.00
Cl -0.5624 -4.0557 -0.4394 0.00
C 0.2204 -3.5431 2.0770 0.00
N -0.4365 -2.3034 1.9305 0.04
H 2.1441 -5.3245 4.2466 0.00
H 2.0161 -6.9696 2.4082 0.00
H 0.8269 -6.3829 0.3107 0.00
```

no.,DFT total energy (Eh)
1,-6461.55717
2,-5590.25202
3,-4128.43746
4,-12777.80572